#A
ORCA calculation (the ωB97M-V functional and the def2-TZVPD basis) on a cluster of 2 separate species, C4H6N2O4 in total.

Last column: natural (NBO) charge in e.
CARTESIAN COORDINATES (ANGSTROEM)
C -1.248 0.610 -1.512  -0.215
C -1.325 -0.685 -1.541  0.621
C 2.691 -0.395 2.446  -0.146
C 1.437 -1.232 2.418  0.024
N -2.961 0.945 -3.072  -0.530
N 0.889 0.602 1.390  0.077
O -1.847 1.513 -2.382  -0.375
O -1.377 -1.851 -1.459  -0.454
O 2.230 0.769 1.750  -0.368
O 0.526 -0.551 1.805  -0.146
H -0.606 1.102 -0.797  0.255
H 3.019 -0.117 3.461  0.178
H 3.539 -0.845 1.908  0.180
H 1.234 -2.208 2.800  0.208
H -2.617 0.614 -3.974  0.338
H -3.585 1.730 -3.240  0.355

Computed properties:
Molecular weight (g mol⁻¹): 146.1
Charge: 0


#B
ORCA calculation (the ωB97M-V functional and the def2-TZVPD basis) on an isolated molecule of C4H6N2O4.

Last column: natural (NBO) charge in e.
CARTESIAN COORDINATES (ANGSTROEM)
C -0.677 -0.131 1.542  0.510
C 0.273 -1.483 -1.218  0.427
C -0.516 -0.525 -1.803  0.525
C 0.278 1.869 2.382  -0.299
N 0.309 -0.607 1.029  -0.354
N 0.626 -1.458 0.122  -0.358
O 0.812 -2.393 -1.939  -0.686
O -0.824 -0.851 -3.125  -0.699
O -0.680 0.781 -1.474  -0.645
O -0.855 0.945 2.162  -0.484
H 0.974 1.660 1.596  0.212
H 0.571 1.799 3.493  0.207
H -0.216 2.921 2.392  0.204
H 1.357 -2.085 0.299  0.403
H -0.108 -1.567 -3.364  0.532
H -1.323 1.123 -2.092  0.504

Computed properties:
Molecular weight (g mol⁻¹): 146.1
Charge: 0


On energetic grounds, #B is preferred over the next structure by 0.1281 hartree.